C23H16F3INPtS | ωB97M-V with the def2-TZVPD basis set

Last column: Löwdin charge in e.
Positions of all 46 atoms, in Å:
Pt (-0.058, 0.776, -1.218)  0.7082
I (3.025, 1.288, -0.834)  0.9268
S (-1.215, 2.305, -2.799)  0.5842
F (-3.612, 4.540, -2.654)  0.1254
F (-3.053, 6.417, -1.735)  0.1027
F (-1.769, 5.520, -3.226)  0.1253
N (-0.632, 2.599, -0.332)  -0.1548
C (0.246, -0.897, -2.400)  -0.3296
C (1.552, -1.465, 2.253)  -0.1831
C (1.524, -0.603, 1.120)  -0.2309
C (-0.853, -0.856, 1.032)  -0.1399
C (-0.833, -1.684, 2.171)  -0.0938
C (3.963, -1.320, 2.434)  -0.1041
C (-0.964, -4.617, -0.582)  -0.1261
C (-1.021, 4.386, 1.179)  -0.0652
C (-1.470, -2.670, -1.910)  -0.0699
C (-1.266, 3.234, -1.357)  -0.7143
C (-0.156, -2.211, -1.815)  -0.3291
C (2.801, -0.087, 0.713)  -0.6445
C (3.969, -0.431, 1.334)  -0.2025
C (-1.872, -3.853, -1.304)  -0.1109
C (0.275, -0.311, 0.451)  -0.3106
C (-2.561, 5.232, -2.179)  -0.5970
C (0.352, -4.180, -0.485)  -0.1018
C (2.778, -1.810, 2.882)  -0.0603
C (0.347, -2.001, 2.769)  -0.0702
C (-1.835, 4.500, -1.088)  -0.1309
C (-0.498, 3.141, 0.869)  -0.1242
C (-1.704, 5.054, 0.168)  -0.0237
C (0.746, -3.001, -1.096)  -0.0674
H (-2.137, 6.027, 0.365)  0.1147
H (-1.277, -5.535, -0.100)  0.0845
H (-1.765, -2.091, 2.547)  0.0969
H (2.744, -2.479, 3.735)  0.1026
H (4.906, -0.014, 0.991)  0.0662
H (-1.810, -0.682, 0.552)  0.0877
H (-2.193, -2.066, -2.448)  0.1077
H (1.771, -2.659, -0.995)  0.1106
H (1.302, -0.938, -2.691)  0.0277
H (-2.903, -4.175, -1.391)  0.0893
H (-0.338, -0.724, -3.310)  0.0288
H (1.075, -4.756, 0.080)  0.0947
H (-0.904, 4.807, 2.166)  0.0937
H (4.897, -1.589, 2.911)  0.0935
H (0.391, -2.661, 3.628)  0.0985
H (0.037, 2.540, 1.597)  0.1151

As for the charge: -1. For the max |F|, the calculation gives 0.7 eV/A. As for the energy above the lowest of the compared OMol25 structures with the same formula, charge and spin: 0.54 kcal/mol. The value obtained for the lowest unoccupied orbital energy is 2.6 eV. The value obtained for the energy is -55939.3576 eV. For the HOMO-LUMO gap, the calculation gives 6.640 eV.



C23H16FeO5P | ωB97M-V with the def2-TZVPD basis set

Last column: Löwdin charge in e.
Positions of all 46 atoms, in Å:
Fe (-1.278, -1.923, -1.575)  0.2993
P (-0.383, -0.345, -0.264)  1.0755
O (-4.173, -1.276, 3.112)  0.0179
O (-2.829, 0.268, -2.854)  0.1406
O (1.616, -3.826, -1.908)  0.1164
O (1.475, -1.178, -3.495)  0.1953
O (-1.181, -5.133, -2.971)  0.2561
C (-0.473, -4.206, -2.991)  0.0676
C (0.065, 1.419, -2.425)  -0.1234
C (2.292, -1.002, 0.227)  -0.0973
C (-3.136, 2.151, 1.456)  -0.0635
C (0.587, -3.223, -2.375)  -0.3756
C (0.707, -1.711, 1.938)  -0.1033
C (3.336, -1.589, 0.954)  -0.0514
C (-2.497, 1.208, 0.655)  -0.1045
C (-2.572, 2.520, 2.686)  -0.0570
C (-1.260, 0.683, 1.031)  -0.3321
C (-2.289, -0.641, -2.386)  -0.2218
C (0.655, -1.767, -2.859)  -0.1526
C (3.064, -2.233, 2.172)  -0.0535
C (1.744, -2.299, 2.662)  -0.0551
C (1.317, 1.942, -0.430)  -0.0698
C (0.662, 2.461, -3.119)  -0.0566
C (-3.134, -1.768, 3.069)  0.0239
C (-1.335, 1.973, 3.084)  -0.0497
C (-0.663, 1.094, 2.222)  -0.0961
C (0.994, -1.033, 0.744)  -0.3682
C (1.601, 3.265, -2.460)  -0.0527
C (1.898, 3.015, -1.112)  -0.0522
C (0.423, 1.103, -1.123)  -0.3164
H (-0.698, 0.879, -2.970)  0.0627
H (2.501, -0.526, -0.721)  0.1025
H (0.396, 2.633, -4.166)  0.1193
H (-2.443, -1.389, -0.805)  0.0694
H (1.548, -2.811, 3.605)  0.1145
H (1.553, 1.765, 0.604)  0.1036
H (-0.906, 2.237, 4.050)  0.1130
H (-0.308, -1.763, 2.313)  0.0793
H (-2.969, 0.910, -0.275)  0.0820
H (-4.077, 2.610, 1.139)  0.1166
H (2.091, 4.088, -3.015)  0.1216
H (2.602, 3.666, -0.588)  0.1152
H (3.889, -2.705, 2.733)  0.1186
H (0.330, 0.767, 2.515)  0.1046
H (4.353, -1.547, 0.560)  0.1151
H (-3.093, 3.239, 3.355)  0.1222

Its multiplicity is 5. As for the charge: +1. For the max |F|, the calculation gives 4.1 eV/A. As for the energy above the lowest of the compared OMol25 structures with the same formula, charge and spin: 28.99 kcal/mol. The value obtained for the lowest unoccupied orbital energy (alpha / beta) is -5.0 / -5.9 eV. The value obtained for the energy is -78009.9985 eV. For the HOMO-LUMO gap (alpha / beta), the calculation gives 6.928 / 6.139 eV.



C23H16N8O2S4W | ωB97M-V with the def2-TZVPD basis set

Last column: Löwdin charge in e.
Positions of all 54 atoms, in Å:
W (0.089, -0.784, 2.944)  0.9490
S (-0.172, -0.320, 5.141)  0.6425
S (-1.580, 1.823, 6.746)  1.0457
S (-2.380, 3.266, 4.230)  1.0312
S (-0.966, 1.181, 2.539)  0.6608
O (-3.000, 4.051, 6.680)  0.0371
O (0.074, 0.314, -2.522)  0.1171
N (1.983, -0.189, 2.342)  -0.1338
N (3.809, -0.681, 1.139)  0.1821
N (-1.174, 0.966, -4.224)  0.1565
N (-3.032, -3.209, 1.315)  0.1933
N (3.533, 0.656, 1.101)  -0.0738
N (-1.916, -3.413, 0.556)  -0.0602
N (-0.133, 1.903, -4.041)  0.1553
N (-1.267, -2.188, 2.217)  -0.1313
C (4.346, 1.574, 0.260)  -0.0260
C (2.087, 3.388, -2.898)  0.0101
C (3.161, 4.046, -2.324)  -0.0252
C (-2.364, -3.099, -1.831)  -0.2092
C (2.436, 1.525, -1.413)  0.0169
C (2.471, 0.950, 1.796)  -0.0849
C (-2.622, -2.476, 2.300)  -0.1157
C (-1.999, -4.096, -0.766)  -0.0262
C (3.508, 2.196, -0.832)  -0.2088
C (0.548, 1.480, -3.050)  -0.2936
C (-0.885, -2.823, 1.080)  -0.1240
C (1.717, 2.128, -2.435)  -0.1237
C (-1.855, -1.089, -3.054)  -0.1244
C (3.865, 3.458, -1.282)  -0.0174
C (-1.007, 0.080, -3.324)  -0.2930
C (2.876, -1.159, 1.896)  -0.1666
C (-1.510, -2.034, -2.103)  0.0142
C (-3.553, -3.230, -2.530)  -0.0080
C (-3.883, -2.299, -3.509)  -0.0235
C (-2.440, 3.237, 6.032)  -0.9227
C (-3.046, -1.230, -3.766)  0.0132
C (-1.092, 1.175, 5.220)  -1.0888
C (-1.445, 1.812, 4.103)  -1.0884
H (5.159, 0.958, -0.116)  0.1457
H (4.767, 2.333, 0.916)  0.1415
H (4.697, 3.985, -0.829)  0.1266
H (-4.806, -2.405, -4.062)  0.1236
H (-4.222, -4.056, -2.319)  0.1262
H (2.160, 0.525, -1.093)  0.1165
H (-3.254, -2.128, 3.101)  0.1444
H (-0.561, -1.932, -1.584)  0.1104
H (-1.023, -4.554, -0.925)  0.1423
H (1.520, 3.842, -3.700)  0.1282
H (3.445, 5.027, -2.680)  0.1236
H (-3.301, -0.491, -4.514)  0.1288
H (2.047, 1.937, 1.896)  0.1618
H (0.110, -2.847, 0.662)  0.1507
H (-2.742, -4.880, -0.657)  0.1395
H (2.820, -2.202, 2.172)  0.1348

As for the charge: +2. For the max |F|, the calculation gives 2.2 eV/A. As for the energy above the lowest of the compared OMol25 structures with the same formula, charge and spin: 6.34 kcal/mol. The value obtained for the lowest unoccupied orbital energy (alpha / beta) is -8.3 / -8.3 eV. The value obtained for the energy is -85276.9752 eV. For the HOMO-LUMO gap (alpha / beta), the calculation gives 5.317 / 5.330 eV.



C23H16O6PTi | ωB97M-V with the def2-TZVPD basis set

Last column: Löwdin charge in e.
Positions of all 47 atoms, in Å:
Ti (0.453, 0.703, -2.533)  0.5104
P (0.056, -0.247, 0.700)  0.9462
O (-0.366, 3.747, -2.117)  0.1285
O (-1.141, -1.667, -4.414)  0.0897
O (3.605, 1.219, -3.342)  0.1184
O (-2.969, 0.528, -3.257)  0.1198
O (-0.418, 4.077, -5.715)  0.0507
O (0.262, 0.154, -0.807)  -0.4556
C (-1.571, -0.948, 0.686)  -0.2901
C (-2.725, -0.231, 0.344)  -0.0664
C (2.307, -1.232, 1.802)  -0.0611
C (-1.629, -2.297, 1.058)  -0.0619
C (-0.832, -0.635, -3.847)  -0.3364
C (-4.034, -2.189, 0.890)  -0.0414
C (-0.714, 1.614, 2.506)  -0.0569
C (-2.872, -2.916, 1.165)  -0.0487
C (2.734, -3.173, -0.187)  -0.0496
C (-0.126, 2.663, -2.452)  -0.1176
C (0.482, 3.669, 2.939)  -0.0399
C (1.404, -1.405, 0.742)  -0.2973
C (1.630, -2.338, -0.274)  -0.0684
C (3.401, -2.095, 1.887)  -0.0530
C (-0.383, 2.965, -5.390)  0.0595
C (-0.588, 2.812, 3.206)  -0.0488
C (1.303, 2.174, 1.236)  -0.0665
C (3.588, -3.085, 0.917)  -0.0449
C (-3.962, -0.860, 0.459)  -0.0453
C (-1.791, 0.353, -3.137)  -0.2331
C (1.406, 3.362, 1.941)  -0.0517
C (2.477, 1.039, -3.089)  -0.0285
C (0.247, 1.307, 1.529)  -0.2919
H (2.015, 1.923, 0.444)  0.1196
H (4.081, -1.994, 2.740)  0.1191
H (-2.643, 0.795, -0.026)  0.1242
H (-0.704, -2.842, 1.258)  0.1086
H (-1.319, 3.043, 3.980)  0.1182
H (0.420, -0.109, -3.915)  0.0679
H (2.151, -0.422, 2.527)  0.1148
H (-5.007, -2.672, 0.984)  0.1190
H (4.427, -3.771, 1.006)  0.1164
H (-1.542, 0.916, 2.699)  0.1172
H (2.236, 4.019, 1.736)  0.1151
H (-4.863, -0.293, 0.240)  0.1192
H (2.897, -3.909, -0.961)  0.1156
H (-2.916, -3.959, 1.478)  0.1177
H (0.959, -2.388, -1.134)  0.1202
H (0.574, 4.598, 3.497)  0.1189

Its multiplicity is 3. As for the charge: +1. For the max |F|, the calculation gives 4.8 eV/A. As for the energy above the lowest of the compared OMol25 structures with the same formula, charge and spin: 0.00 kcal/mol. The value obtained for the lowest unoccupied orbital energy (alpha / beta) is -4.2 / -4.3 eV. The value obtained for the energy is -68790.0448 eV. For the HOMO-LUMO gap (alpha / beta), the calculation gives 6.395 / 6.609 eV.



Q: Which formula does entry 3 have?
A: C23H16N8O2S4W